Entry 1:
Density functional theory data (the ωB97M-V functional and the def2-TZVPD basis) for 12 unconnected molecules or ions with the total composition C69H172N12O in a non-equilibrium geometry.

Last column: Mulliken charge in e.
Cartesian coordinates (Å):
H: 13.17150 -30.93121 28.94547  0.31
H: 7.78831 -34.16908 10.84849  0.44
H: 6.42750 -32.77587 8.15681  0.40
C: 3.08093 -36.98258 28.68333  -1.32
H: 10.79808 -38.80601 19.99966  0.29
H: 8.31627 -34.25317 16.52804  0.42
H: 7.79337 -28.28868 23.79772  0.35
H: 4.70155 -32.92334 27.38519  0.38
H: 13.93128 -41.55002 22.07351  0.35
H: 13.30643 -42.47409 20.69227  0.29
C: 4.83479 -33.76826 28.06080  -0.66
C: 6.81109 -33.99009 18.18602  -0.27
H: 8.15173 -33.07898 9.57844  0.31
H: -2.68869 -37.73821 23.54398  0.31
H: -2.38878 -33.91045 17.25404  0.29
H: 8.51547 -27.63746 25.18198  0.42
H: 11.15207 -40.44672 18.47493  0.31
H: 4.26069 -35.53532 29.72032  0.22
H: 5.30122 -34.07316 12.44061  0.29
H: 2.08400 -36.56359 28.82001  0.32
H: 5.17437 -36.25158 28.47074  0.34
N: 12.67904 -39.79594 20.44621  0.00
H: 6.34402 -34.90237 17.81496  0.30
H: 3.32324 -36.11482 26.24586  0.30
H: 5.59478 -26.07340 15.00987  0.40
C: 4.32137 -27.08904 27.25100  -1.44
H: 8.31775 -26.59962 17.88809  0.27
H: 7.03548 -32.06688 20.49210  0.08
H: 8.67850 -33.23726 17.80774  0.32
C: 8.16293 -34.17586 17.60443  -1.43
H: 5.77937 -29.30111 16.44186  0.20
H: -0.95938 -38.37211 25.14214  0.43
C: 4.08667 -27.92140 26.03896  -0.13
H: -5.91115 -33.93834 16.39217  0.31
C: 13.68293 -33.91349 11.69935  -0.92
N: 14.53804 -33.02350 12.56006  0.09
C: 5.50454 -34.49084 20.29624  -0.58
H: 13.24368 -34.37098 30.06501  0.33
C: 4.16270 -35.92056 28.70539  -0.28
N: 5.14431 -27.74869 25.03623  0.02
H: 4.81643 -32.44492 20.54369  0.23
H: 4.43653 -33.16125 18.88972  0.29
H: 7.28003 -43.95299 25.48231  0.30
H: -1.07469 -37.16450 23.11827  0.33
C: 7.99494 -33.46793 21.81537  -1.47
H: 5.96687 -24.04857 16.13185  0.43
H: 5.69281 -34.99051 9.52392  0.31
H: 14.13474 -32.39837 28.88058  0.34
H: 15.60441 -32.02347 11.00629  0.34
H: 5.75381 -28.43253 23.08835  0.30
H: 7.17305 -33.54631 22.52703  0.29
H: 4.94427 -33.77116 30.37219  0.35
H: 12.64436 -34.00647 23.57839  0.28
H: 4.67861 -29.51671 23.93716  0.27
H: 14.48097 -31.37554 19.37682  0.40
H: 4.30928 -34.02225 10.07380  0.39
H: 13.11914 -29.51130 22.16866  0.29
C: 5.44037 -34.88176 11.72306  -1.12
H: 6.71047 -28.51921 15.13566  0.32
H: 5.51183 -34.59713 21.38102  0.27
H: -1.65386 -33.07934 15.04751  0.36
H: 11.93813 -36.52092 19.98608  0.43
H: -4.63114 -31.20978 16.31007  0.37
H: 14.25957 -34.75825 11.32257  0.31
N: 13.63434 -31.50961 22.69003  0.17
C: 12.87483 -33.69349 30.83513  -0.26
C: 13.70003 -33.81061 23.76627  -1.34
H: 3.36704 -42.18133 25.73817  0.27
H: 14.80951 -31.79544 14.14843  0.23
H: 16.39000 -33.32445 11.55988  0.30
C: 3.73635 -27.79511 22.98013  -1.37
H: 14.27532 -34.33452 23.00296  0.37
H: 16.29476 -31.78939 12.56208  0.27
H: 4.45449 -26.02333 27.06486  0.30
C: 10.57326 -31.69939 28.59870  -1.34
H: 15.41936 -29.49263 23.58457  0.28
H: 4.00380 -32.49978 29.69657  0.30
C: 12.48895 -37.42830 19.73835  -1.35
H: 6.28175 -28.66913 18.20262  0.43
H: 6.69608 -29.12904 25.54848  0.17
H: 4.11582 -31.48195 9.49769  0.35
H: 8.71320 -32.73007 22.17280  0.45
H: 6.50908 -31.29134 9.09496  0.30
H: 5.08326 -27.48708 27.92121  0.39
H: 1.62106 -34.19567 26.36036  0.28
C: 14.05358 -32.34763 23.83288  -0.43
C: 4.60905 -31.88404 8.61273  -1.43
C: 11.79314 -38.62528 20.40622  -0.38
C: -4.52404 -31.97559 15.54185  -0.37
N: -1.99152 -38.79533 21.94411  0.14
H: 7.38471 -32.08282 12.28278  0.24
H: 5.80936 -34.17115 27.78514  0.39
H: -4.46510 -40.96636 21.06522  0.40
N: 5.72409 -41.88578 24.39105  0.09
H: 9.09990 -32.29848 11.79333  0.40
C: 5.86983 -24.92106 16.77795  -1.36
H: 12.85265 -34.22944 12.33093  0.29
H: 0.53156 -38.14239 19.70082  0.45
H: 5.73227 -32.47163 29.61922  0.39
C: 4.87121 -33.12832 29.49496  -1.27
H: -2.96511 -32.36769 17.78151  0.45
H: 13.76506 -29.99410 20.32693  0.33
C: 15.76403 -32.52678 11.95986  -0.85
H: 11.97686 -35.29042 32.22143  0.39
H: 3.37501 -27.16491 27.78649  0.45
H: -5.64052 -32.93160 13.97111  0.31
H: 3.14291 -27.48964 25.70584  0.31
N: 5.82633 -27.34808 16.64293  0.27
H: 4.80604 -24.91985 17.01555  0.33
C: 4.53362 -28.65296 14.91479  -1.25
H: -3.78312 -31.48703 14.90906  0.34
C: 5.88585 -43.28386 24.01329  -0.46
H: 12.15748 -41.91542 18.26221  0.28
H: 14.59912 -32.78022 21.44282  0.34
H: 0.45604 -37.39883 21.21190  0.29
H: 12.46032 -37.54066 18.65453  0.30
C: 14.36984 -31.11332 30.68295  -1.36
H: -1.15295 -39.66108 20.27025  0.28
C: 5.35051 -34.27605 10.27258  -0.54
C: 3.65407 -35.09497 26.44223  -0.33
H: 13.52111 -37.29445 20.06214  0.34
N: -3.98863 -33.22647 16.08816  -0.01
C: -4.97170 -34.01373 16.93976  -0.32
H: -2.94076 -41.28511 20.34044  0.33
H: 4.30715 -27.91645 14.14383  0.33
H: 5.72941 -41.50718 21.66764  0.30
H: 9.92412 -32.09872 27.81942  0.40
H: 4.64791 -29.61895 14.42292  0.39
H: 4.66539 -35.61660 11.94106  0.39
C: 12.07352 -40.84834 21.27533  -0.32
H: 11.98194 -33.31150 28.23186  0.28
H: 13.26575 -33.32966 10.87886  0.33
H: 8.53731 -32.90271 19.95374  0.33
C: 12.15014 -40.82547 18.25463  -1.00
H: 4.53459 -34.86842 25.84101  0.24
H: 12.21399 -40.41235 17.24798  0.36
H: 4.57169 -40.19258 21.63910  0.39
H: 14.00889 -41.03073 19.40709  0.40
H: 15.11617 -32.21571 24.03682  0.25
H: 5.14145 -35.42941 19.87748  0.38
N: 6.10611 -32.97894 10.23464  0.19
H: 14.19747 -28.33126 23.97602  0.39
H: 3.83363 -41.79887 23.48164  0.25
H: 3.98231 -28.97744 26.28794  0.15
N: 3.81127 -34.80456 27.90142  0.08
H: 15.07580 -31.78316 31.17388  0.35
C: -1.07809 -38.94227 24.22078  -1.13
C: 4.55228 -33.32726 19.96077  -1.01
C: -1.72302 -38.04049 23.13880  -0.59
H: 3.96088 -41.88013 27.34839  0.40
H: 13.55970 -33.38204 31.62382  0.29
H: -3.89665 -39.47622 22.67443  0.38
H: 3.64805 -28.13127 21.94704  0.42
H: -2.51924 -40.58254 22.75944  0.36
H: 12.89063 -31.52405 20.02600  0.27
H: 7.59254 -26.54900 24.21283  0.29
H: 8.41672 -27.98446 18.94190  0.42
H: 13.73548 -30.59662 31.40319  0.31
C: 14.14690 -32.59530 13.78324  0.23
O: 13.01828 -32.83504 14.22579  -0.61
H: 3.01961 -37.58538 27.77725  0.29
H: 8.43506 -34.45995 21.71389  0.34
H: 11.13202 -30.81083 28.30484  0.30
H: -0.04720 -39.78534 21.68359  0.28
H: 6.73625 -27.73934 26.57010  0.37
C: 6.47203 -27.63795 17.90502  -0.84
C: -3.02097 -39.84110 22.13765  -0.45
C: -1.56867 -32.53486 15.98793  -1.31
H: -0.09113 -39.36332 24.02909  0.25
H: 6.42641 -24.75294 17.69994  0.30
H: 2.84204 -28.02952 23.55750  0.33
C: 14.45391 -31.70326 21.52765  -0.38
C: 7.22383 -43.87908 24.39627  -1.30
H: 4.34978 -43.41532 26.63631  0.30
H: 3.58316 -33.70697 20.28442  0.44
H: 15.43263 -31.27237 21.73869  0.28
H: 3.84565 -26.71153 22.93539  0.32
H: 9.86886 -31.33057 29.34429  0.31
H: -0.60804 -32.71804 16.46932  0.40
H: 4.26803 -40.33019 24.12555  0.42
C: 5.98335 -32.24107 8.99633  -0.39
C: 5.82060 -28.45061 15.76138  -0.43
H: 6.40679 -42.22970 26.32766  0.32
H: 11.22377 -33.77814 32.45967  0.34
C: -4.71189 -35.49458 17.16718  -1.33
N: 6.84596 -34.12034 19.69162  0.16
H: -0.89368 -37.24234 20.07810  0.30
H: 11.62263 -38.40582 21.46021  0.37
H: 4.54837 -31.04028 7.92533  0.41
C: 6.16362 -26.11724 15.93863  -0.47
C: 2.63041 -33.98074 26.00950  -1.10
C: 4.71892 -41.17507 23.60499  -0.45
H: -1.61600 -31.48912 15.68412  0.28
H: 13.80637 -39.46246 18.65112  0.38
H: -1.70004 -39.80735 24.45079  0.31
C: -0.17428 -37.94024 20.50646  -1.40
H: 5.87495 -43.30538 22.92356  0.38
H: 8.07554 -31.14914 10.94718  0.27
C: 5.56046 -41.74627 25.83967  -0.63
C: 7.60002 -27.57008 24.59417  -1.42
H: 10.87532 -34.64770 31.08147  0.31
H: 8.68010 -35.02763 18.04616  0.30
H: -5.80030 -31.25573 14.10740  0.45
C: -5.74015 -32.15136 14.72570  -1.46
H: 14.33388 -29.73840 24.95659  0.25
C: 13.86387 -31.07466 20.22343  -1.23
H: 4.99391 -43.81313 24.34857  0.38
H: -4.08851 -35.64104 18.04926  0.27
H: 3.63736 -28.81529 15.51351  0.29
C: 4.21267 -42.35958 26.40243  -1.04
H: 2.92717 -32.97712 26.31411  0.23
C: 14.38632 -29.40334 23.92068  -1.01
C: 13.52491 -31.77651 29.53596  -0.37
H: 14.89461 -30.31975 30.15102  0.45
H: -5.14806 -33.51307 17.89177  0.34
C: 13.27892 -40.25186 19.18660  -0.73
H: 7.16921 -26.17149 15.52157  0.41
H: -6.66122 -32.18400 15.30766  0.36
H: 8.47524 -28.29446 17.24730  0.26
H: -5.59651 -36.10065 17.36269  0.40
H: -3.64969 -39.74678 20.02067  0.32
H: 8.06171 -43.27353 24.05077  0.29
H: 11.69368 -40.54481 22.25087  0.46
H: 11.28920 -41.42703 20.78742  0.25
C: 13.03161 -41.95602 21.61105  -1.46
C: -0.77602 -39.16347 21.16378  -0.24
C: 6.49884 -28.05706 25.55482  -0.21
C: 7.56299 -33.16403 10.49180  -0.63
H: 10.71279 -33.56838 29.43084  0.23
C: -3.51953 -40.48879 20.80842  -1.36
C: 4.88788 -28.46355 23.74963  -0.30
C: 8.08252 -32.11820 11.44617  -1.14
C: 7.54426 -33.02502 20.38616  -0.09
H: 6.45962 -35.21678 11.91535  0.29
C: 13.29307 -30.10115 23.06863  -0.59
H: -4.24852 -35.89671 16.26625  0.34
H: 12.55221 -42.59454 22.35306  0.42
H: 12.32388 -30.09758 23.56737  0.32
C: 11.73097 -34.36766 31.69592  -1.29
H: 5.58145 -40.70075 26.14712  0.41
C: 5.27364 -40.72792 22.27847  -1.37
C: -2.78912 -32.96536 16.88714  -0.49
H: 4.06386 -32.76776 8.28120  0.31
H: 6.06710 -27.00959 18.69829  0.39
H: 6.12557 -40.05258 22.35741  0.34
H: 13.95332 -34.29685 24.70835  0.41
N: 12.38673 -32.48650 30.15302  -0.08
H: 13.55587 -31.94516 24.71516  0.35
H: 2.51814 -33.99174 24.92535  0.40
H: 7.35724 -44.88425 23.99636  0.41
H: 3.25559 -37.57388 29.58220  0.44
C: 11.46163 -32.85999 29.07656  -0.22
H: 6.22166 -33.18562 17.74618  0.26
C: 8.01435 -27.64171 17.98863  -1.09

Cartesian forces (eV/Å) of the 3 atoms listed first:
-0.3 -0.2 -0.1
-0.2 0.0 0.2
0.5 -0.2 -0.2

Properties
Lowest unoccupied orbital energy, Eh: 0.010
Orbital gap, eV: 8.216
HOMO, eV: -7.95
2S+1: 1
Charge: 0
SMILES: CCN(CC)CC.CCN(CC)CC.CCN(CC)CC.CCN(CC)CC.CCN(CC)CC.CCN(CC)CC.CCN(CC)CC.CCN(CC)CC.CCN(CC)CC.CCN(CC)CC.CCN(CC)CC.CN(C)C=O

***

Entry 2:
Density functional theory data (the ωB97M-V functional and the def2-TZVPD basis) for a molecular structure, C5H8IN7O2RhS in a non-equilibrium geometry.

Last column: Mulliken charge in e.
Cartesian coordinates (Å):
H: -1.37394 -3.90173 0.44035  0.22
H: 0.32546 -2.46623 3.29165  0.17
N: -0.71624 -1.84693 -0.97475  1.53
H: 2.00186 -0.84853 2.62415  0.29
C: -1.38844 3.04747 -2.12765  -0.02
I: -1.07754 6.06407 -1.32005  0.65
H: 0.83746 3.62557 0.21225  0.50
H: -1.07724 0.93677 -2.19045  0.25
H: -0.89094 -4.23813 2.07935  0.19
C: -0.29934 -2.42953 1.31325  0.69
H: -2.13474 3.18637 -2.88915  0.48
N: -0.89374 1.86447 -1.78765  -0.05
N: 0.34426 -1.95933 2.41345  -0.17
O: -1.34794 -2.83703 -1.29155  -0.80
H: 0.58726 -0.03943 2.95785  0.28
S: 4.26736 -0.46443 -1.42075  0.08
N: 0.03296 1.97737 -0.81965  0.04
C: -0.75174 3.99957 -1.32135  -0.29
Rh: 0.99226 0.08857 -0.13325  0.55
N: 1.02506 -0.72973 2.34075  -0.48
N: -0.27444 -1.59073 0.27235  -0.45
C: 0.14636 3.26107 -0.52275  -0.63
O: -0.35904 -0.88243 -1.75765  -0.96
C: 2.93556 -0.21193 -0.68435  0.27
N: -0.91054 -3.60523 1.29565  -0.33

Cartesian forces (eV/Å) of the 3 atoms listed first:
0.1 0.2 0.0
0.0 0.2 -0.3
0.2 -0.3 1.5

Properties
Lowest unoccupied orbital energy (spin up / spin down), Eh: -0.254 / -0.414
Orbital gap (spin up / spin down), eV: 4.421 / 3.991
HOMO (spin up / spin down), eV: -11.32 / -15.27
2S+1: 6
Charge: +2

***

Energy above the lowest of the compared OMol25 structures with the same formula, charge and spin (computed, kcal per mole): 92.26 11.99